P.
The following is a quantum chemistry calculation of a molecular structure, C6H4O, from the OMol25 dataset.

Element x y z (Å)
C1 -1.35490 -0.57454 -0.80575
C2 -0.53957 0.48211 -0.10945
C3 -0.57924 1.77549 0.21641
C4 0.75299 1.63822 0.80009
O1 1.62615 2.19052 1.37540
C5 1.02807 0.03609 0.51189
C6 1.66318 -1.01548 0.52061
H1 -2.38560 -0.21949 -1.01745
H2 -1.42390 -1.47142 -0.18012
H3 -0.87704 -0.84500 -1.75751
H4 2.08986 -1.99651 0.44589

Computed properties:
HOMO energy (alpha / beta)	-8.8 / -8.8	eV
Kohn-Sham gap (alpha / beta)	6.99 / 7.00	eV
lowest unoccupied orbital energy (alpha / beta)	-0.0649 / -0.0649	Eh
spin multiplicity	1

These are the Löwdin partial charges, in e, on atoms 1 to 5: number 1, C, carries -0.053; number 2, C, carries -0.200; number 3, C, carries 0.024; number 4, C, carries -0.405; number 5, O, carries 0.148

=====

Q.
The following is a quantum chemistry calculation of C6H4O in the gas phase, from the OMol25 dataset.

Element x y z (Å)
C1 -1.41501 -0.28620 3.06617
C2 -0.59136 -0.27205 2.10084
C3 -0.05418 -0.09531 0.88329
C4 -0.67286 -0.47303 -0.42517
C5 0.36025 -0.03792 -1.42011
C6 1.26320 0.65910 -0.74308
O1 1.02642 0.65913 0.63427
H1 -1.50330 0.24562 -0.36612
H2 -1.10593 -1.47025 -0.51725
H3 0.36679 -0.24108 -2.48333
H4 2.12146 1.24316 -1.04215

Computed properties:
HOMO energy	-9.6	eV
Kohn-Sham gap	8.91	eV
lowest unoccupied orbital energy	-0.0261	Eh
spin multiplicity	1

These are the Löwdin partial charges, in e, on atoms 1 to 5: number 1, C, carries 0.063; number 2, C, carries -0.188; number 3, C, carries -0.284; number 4, C, carries -0.082; number 5, C, carries -0.039

=====

R.
The following is a quantum chemistry calculation of C6H4O in the gas phase, from the OMol25 dataset.

Element x y z (Å)
C1 -0.99428 -2.64794 -0.34874
C2 -0.16767 -1.78404 -0.49170
C3 0.38379 -0.49158 -0.30564
C4 0.53733 0.12295 0.89816
C5 0.45046 1.51686 0.63032
C6 0.25381 1.63116 -0.70674
O1 0.21532 0.41967 -1.29921
H1 -1.91280 -3.12671 -0.10165
H2 0.59148 -0.39865 1.84623
H3 0.47360 2.31593 1.35234
H4 0.09075 2.46981 -1.36212

Computed properties:
HOMO energy	-8.5	eV
Kohn-Sham gap	9.42	eV
lowest unoccupied orbital energy	0.0340	Eh
SMILES	C#Cc1ccco1
spin multiplicity	1

These are the Löwdin partial charges, in e, on atoms 1 to 5: number 1, C, carries 0.126; number 2, C, carries -0.046; number 3, C, carries -0.323; number 4, C, carries -0.018; number 5, C, carries -0.058

=====

S.
The following is a quantum chemistry calculation of C6H4O in the gas phase, from the OMol25 dataset.

Element x y z (Å)
C1 2.00519 1.17214 -0.94062
C2 0.96765 0.38482 -0.29649
C3 0.13328 -0.25108 0.29476
C4 -0.82191 -0.91075 1.14539
O1 -0.63209 -1.96856 1.69316
C5 -2.13833 -0.17917 1.20650
C6 -2.89448 -0.82789 0.49819
H1 2.63136 0.54423 -1.57932
H2 2.63741 1.61527 -0.16475
H3 1.57256 1.97811 -1.53910
H4 -3.40720 -1.57988 -0.05230

Computed properties:
HOMO energy	-10.1	eV
Kohn-Sham gap	10.22	eV
lowest unoccupied orbital energy	0.0049	Eh
SMILES	C#CC(=O)C#CC
spin multiplicity	1

These are the Löwdin partial charges, in e, on atoms 1 to 5: number 1, C, carries -0.089; number 2, C, carries -0.044; number 3, C, carries 0.051; number 4, C, carries -0.511; number 5, O, carries 0.097

=====

What should be chosen as the most stable of them? Choose R.

=====

P.
The following is a quantum chemistry calculation of 2 unconnected molecules or ions with the total composition CH6N2, from the OMol25 dataset.

Element x y z (Å)
C1 1.37037 0.09640 -0.11019
N1 -1.56133 -0.30844 -0.08661
N2 -0.71162 0.73127 -0.04477
H1 1.46785 -0.22441 -1.12748
H2 1.86643 1.00901 0.15705
H3 1.36628 -0.67746 0.63538
H4 -1.58619 -0.73496 -1.00396
H5 -1.56743 -0.98463 0.67512
H6 -0.64435 1.09322 0.90546

Computed properties:
HOMO energy (alpha / beta)	-7.6 / -7.6	eV
Kohn-Sham gap (alpha / beta)	8.66 / 8.66	eV
lowest unoccupied orbital energy (alpha / beta)	0.0403 / 0.0403	Eh
spin multiplicity	1

These are the Löwdin partial charges, in e, on atoms 1 to 5: number 1, C, carries 0.029; number 2, N, carries -0.116; number 3, N, carries -0.094; number 4, H, carries -0.007; number 5, H, carries -0.005

=====

Q.
The following is a quantum chemistry calculation of a molecular structure, CH6N2, from the OMol25 dataset.

Element x y z (Å)
C1 -0.78093 -0.33555 -0.73631
N1 0.29338 -0.86092 -0.29733
N2 1.43674 -0.14491 -0.31221
H1 -1.00602 0.28145 1.47025
H2 2.11118 -0.48606 0.35540
H3 1.35920 0.87187 -0.35243
H4 -0.84846 0.68509 -1.12142
H5 -1.62392 -0.98897 -0.87915
H6 -0.94117 0.97799 1.87320

Computed properties:
HOMO energy	-9.1	eV
Kohn-Sham gap	10.40	eV
lowest unoccupied orbital energy	0.0492	Eh
spin multiplicity	1

These are the Löwdin partial charges, in e, on atoms 1 to 5: number 1, C, carries -0.157; number 2, N, carries -0.157; number 3, N, carries -0.017; number 4, H, carries 0.008; number 5, H, carries 0.079

=====

What should be chosen as the most stable of them? Choose Q.

=====

P.
The following is a quantum chemistry calculation of a gas-phase ion, C9H14NS (charge +1), from the OMol25 dataset.

Element x y z (Å)
C1 1.19061 -2.85115 -0.87256
C2 -0.01441 -2.84098 -0.03087
C3 1.89841 -1.68843 -1.02748
C4 -0.43867 -1.64052 0.47839
C5 1.38043 -0.54809 -0.42819
C6 -1.70578 0.93105 0.74271
C7 0.38727 1.03282 2.04184
C8 -0.57568 2.26505 -1.78204
C9 -0.18520 0.81162 0.69908
N1 0.25474 -0.48817 0.21031
S1 0.46667 2.30149 -0.35408
H1 1.43659 -3.87244 -1.36213
H2 -0.49211 -3.81460 0.10011
H3 2.80322 -1.62507 -1.60474
H4 -1.30632 -1.44860 1.13506
H5 1.79217 0.36886 -0.72397
H6 -2.25637 0.43727 -0.02953
H7 -1.75054 2.05507 0.59078
H8 -2.11986 0.66377 1.67377
H9 1.47864 1.01305 2.00119
H10 0.04562 2.02330 2.16514
H11 0.10073 0.23598 2.72827
H12 -0.57815 3.13683 -2.43568
H13 -1.59792 2.12135 -1.47840
H14 -0.21409 1.42057 -2.43697

Computed properties:
HOMO energy	-12.7	eV
Kohn-Sham gap	8.40	eV
charge	+1
lowest unoccupied orbital energy	-0.1586	Eh
SMILES	CSC(C)(C)[n+]1ccccc1
spin multiplicity	1

These are the Löwdin partial charges, in e, on atoms 1 to 5: number 1, C, carries 0.011; number 2, C, carries 0.022; number 3, C, carries 0.002; number 4, C, carries 0.012; number 5, C, carries -0.055

=====

Q.
The following is a quantum chemistry calculation of a molecular structure, C9H14NS, from the OMol25 dataset.

Element x y z (Å)
C1 2.86947 -2.64740 -1.44703
C2 2.24940 -2.28819 -0.47996
C3 -1.58085 1.86829 0.32299
C4 -2.41431 0.67755 -0.08816
C5 -0.27039 1.43513 1.00568
C6 -1.58454 -0.14037 -1.11819
C7 1.43324 -1.54487 1.08041
C8 0.59255 0.58760 0.06482
C9 -0.18487 -0.61111 -0.51956
N1 1.81512 -0.14089 0.70366
S1 -0.34155 -1.82467 0.95495
H1 3.00909 -2.90579 -2.47515
H2 -1.31654 2.53932 -0.58007
H3 -1.99811 2.54208 1.09596
H4 -2.75770 0.08249 0.85631
H5 -3.38694 1.22652 -0.54685
H6 0.33337 2.41137 1.30925
H7 -0.55101 0.79754 1.80542
H8 -2.12095 -0.99124 -1.39537
H9 -1.53251 0.51987 -1.94113
H10 1.90532 -1.85807 2.00689
H11 1.03448 1.19156 -0.85106
H12 0.39407 -1.09616 -1.22795
H13 1.99174 0.41081 1.56693
H14 2.41242 -0.24135 -0.10281

Computed properties:
HOMO energy	-13.6	eV
Kohn-Sham gap	10.18	eV
charge	+1
lowest unoccupied orbital energy	-0.1256	Eh
spin multiplicity	1

These are the Löwdin partial charges, in e, on atoms 1 to 5: number 1, C, carries 0.075; number 2, C, carries -0.047; number 3, C, carries -0.232; number 4, C, carries -0.208; number 5, C, carries -0.176

=====

What should be chosen as the most stable of them? Choose P.

=====

P.
The following is a quantum chemistry calculation of 2 unconnected molecules or ions with the total composition C5H15NO, from the OMol25 dataset.

Element x y z (Å)
C1 0.15148 -0.34644 -1.51548
N1 -0.00898 0.66064 -0.41670
C2 -0.77005 0.03644 0.70836
C3 -1.50379 1.05855 1.60786
C4 1.28129 1.19317 0.06962
C5 1.06160 0.06743 -2.61143
H1 -0.88543 -0.40212 -1.87812
H2 0.37872 -1.33714 -1.10680
H3 -0.16805 -0.62452 1.31681
H4 -1.55546 -0.45567 0.12849
H5 -1.67745 0.63119 2.59119
H6 -0.80173 1.87297 1.80712
H7 -2.45250 1.34792 1.17429
H8 1.44622 2.18323 -0.37368
H9 2.05964 0.51076 -0.26355
H10 1.28366 1.39261 1.13744
H11 0.88122 1.08241 -2.96956
H12 2.12923 0.11455 -2.35255
H13 1.05359 -0.59112 -3.47683
H14 -0.99043 -3.44887 2.09265
H15 -0.67966 -2.06628 2.24936
O1 -0.23312 -2.87971 2.08153

Computed properties:
HOMO energy (alpha / beta)	-15.1 / -15.1	eV
Kohn-Sham gap (alpha / beta)	12.42 / 7.39	eV
charge	+1
lowest unoccupied orbital energy (alpha / beta)	-0.0991 / -0.2840	Eh
spin multiplicity	2
⟨S²⟩	0.754

These are the Löwdin partial charges, in e, on atoms 1 to 5: number 1, C, carries -0.186; number 2, N, carries 0.021; number 3, C, carries -0.191; number 4, C, carries -0.029; number 5, C, carries 0.014

=====

Q.
The following is a quantum chemistry calculation of 2 unconnected molecules or ions with the total composition C5H15NO, from the OMol25 dataset.

Element x y z (Å)
C1 -0.79701 0.29066 1.56982
C2 -0.07320 -0.11808 0.24806
N1 0.78873 -1.33107 0.35370
C3 2.12327 -0.23315 -1.37412
C4 1.52778 -1.58134 -0.83648
C5 2.73470 -2.48217 -0.42311
H1 -1.72214 -0.26379 1.36542
H2 -0.42952 -0.02178 2.52122
H3 -0.87147 1.39779 1.89890
H4 0.32621 0.82765 -0.17026
H5 -0.74591 -0.28716 -0.58314
H6 1.28456 -1.28980 1.16591
H7 3.07994 -0.39997 -1.80287
H8 2.45389 0.35274 -0.40086
H9 1.37671 0.19701 -2.04196
H10 0.92827 -2.21694 -1.62973
H11 3.43353 -1.83383 0.01194
H12 3.28511 -2.72639 -1.40883
H13 2.41867 -3.41958 0.13189
H14 -5.15799 4.81208 1.07875
H15 -4.57084 3.99109 0.04543
O1 -5.46293 4.36787 0.27965

Computed properties:
HOMO energy (alpha / beta)	-13.4 / -13.4	eV
Kohn-Sham gap (alpha / beta)	10.52 / 5.22	eV
charge	+1
lowest unoccupied orbital energy (alpha / beta)	-0.1070 / -0.3020	Eh
spin multiplicity	2
⟨S²⟩	0.755

These are the Löwdin partial charges, in e, on atoms 1 to 5: number 1, C, carries -0.049; number 2, C, carries -0.182; number 3, N, carries 0.203; number 4, C, carries -0.021; number 5, C, carries -0.392

=====

What should be chosen as the most stable of them? Choose P.